This record from OMol25 describes 2 unconnected molecules or ions with the total composition C6H12N3 in a non-equilibrium geometry. The level of theory is the ωB97M-V functional and the def2-TZVPD basis.

## Properties
Max |F| (hartree/bohr): 0.130
DFT total energy (eV): -10877.446
Net charge: +1
HOMO level (eV): -13.6194
Multiplicity: 1
Relative energy (zero: lowest compared OMol25 entry of this formula, charge and spin) (kcal per mole): 89.27

```
21
Properties=species:S:1:pos:R:3:nbo_charge:R:1
C -0.356 1.179 1.409 -0.132
C -1.809 0.872 1.179 -0.242
C 0.655 0.483 0.789 -0.049
C -2.170 -0.178 0.421 0.117
C -0.739 -0.995 -0.287 0.129
C -3.403 -0.745 -0.115 -0.701
N 0.448 -0.550 -0.067 -0.137
N 3.634 0.708 -0.864 -1.082
N 1.614 -1.093 -0.764 -0.631
H -0.141 1.997 2.043 0.247
H -2.617 1.610 1.550 0.264
H 1.652 0.818 1.166 0.254
H -0.968 -1.771 -1.070 0.237
H -4.247 -0.326 0.473 0.256
H -3.691 -1.758 -0.202 0.269
H -3.427 -0.340 -1.138 0.252
H 3.639 0.191 0.028 0.367
H 4.387 0.232 -1.388 0.391
H 3.906 1.648 -0.701 0.392
H 2.254 -0.297 -0.969 0.419
H 1.378 -1.685 -1.494 0.381
```

This record from OMol25 describes a gas-phase ion, C6H12N3 (charge +1) in a non-equilibrium geometry. The level of theory is the ωB97M-V functional and the def2-TZVPD basis.

## Properties
Max |F| (hartree/bohr): 0.086
DFT total energy (eV): -10878.359
Net charge: +1
HOMO level (eV): -13.7240
Multiplicity: 1
Relative energy (zero: lowest compared OMol25 entry of this formula, charge and spin) (kcal per mole): 68.21
Structure (SMILES): [H]/N=C/C=C\C=[NH+]\[C@H](C)N

```
21
Properties=species:S:1:pos:R:3:nbo_charge:R:1
H -0.430 3.080 0.623 0.402
N -0.849 2.115 0.592 -0.610
C -2.066 1.939 0.585 0.101
C -2.779 0.651 0.598 -0.103
C -2.405 -0.645 0.334 -0.275
C -1.121 -1.110 0.050 0.201
N -0.015 -0.425 -0.037 -0.433
C 1.247 -0.925 -0.668 0.103
C 2.302 -1.057 0.456 -0.603
N 1.640 0.017 -1.666 -0.823
H -2.767 2.754 0.670 0.191
H -3.835 0.619 0.837 0.247
H -3.112 -1.525 0.593 0.265
H -0.905 -2.232 -0.165 0.231
H -0.044 0.564 0.078 0.441
H 1.203 -2.006 -1.009 0.228
H 1.914 -1.722 1.137 0.213
H 3.026 -1.705 -0.116 0.237
H 2.680 -0.147 0.838 0.228
H 1.168 0.022 -2.550 0.384
H 1.617 1.012 -1.443 0.377
```

This record from OMol25 describes a gas-phase ion, C6H12N3O (charge +1) in a non-equilibrium geometry. The level of theory is the ωB97M-V functional and the def2-TZVPD basis.

## Properties
Max |F| (hartree/bohr): 0.092
DFT total energy (eV): -12923.223
Net charge: +1
HOMO level (eV): -11.9561
Multiplicity: 1
Relative energy (zero: lowest compared OMol25 entry of this formula, charge and spin) (kcal per mole): 145.15
Structure (SMILES): C=C1N(C)[C@@]1(C)/[NH+]=C/NO

```
22
Properties=species:S:1:pos:R:3:nbo_charge:R:1
C -2.796 -0.876 -0.126 -0.462
C -1.640 -0.318 0.172 0.162
N -0.732 -0.091 1.178 -0.411
C -0.813 0.524 2.526 -0.436
C -0.405 0.461 -0.140 0.228
C -0.288 1.956 -0.405 -0.648
N 0.758 -0.261 -0.539 -0.516
C 1.564 -0.262 -1.623 0.346
N 2.496 -1.173 -1.619 -0.248
O 2.563 -2.126 -0.542 -0.489
H -3.362 -1.378 0.686 0.238
H -3.237 -0.644 -1.134 0.239
H 0.228 0.837 2.814 0.221
H -1.556 1.367 2.771 0.217
H -1.087 -0.401 3.091 0.235
H 0.697 2.252 -0.184 0.219
H -0.942 2.523 0.251 0.252
H -0.416 2.299 -1.412 0.235
H 0.957 -1.031 0.086 0.450
H 1.712 0.356 -2.434 0.244
H 3.108 -1.307 -2.426 0.426
H 3.191 -2.708 -0.992 0.501
```

This record from OMol25 describes a gas-phase ion, C6H12N3O (charge +1) in a non-equilibrium geometry. The level of theory is the ωB97M-V functional and the def2-TZVPD basis.

## Properties
Max |F| (hartree/bohr): 0.074
DFT total energy (eV): -12923.876
Net charge: +1
HOMO level (eV): -12.7751
Multiplicity: 1
Relative energy (zero: lowest compared OMol25 entry of this formula, charge and spin) (kcal per mole): 130.09
Structure (SMILES): CNNC(=O)/C=C1/[NH2+][C@@H]1C

```
22
Properties=species:S:1:pos:R:3:nbo_charge:R:1
C -0.825 -3.646 -0.009 -0.418
N -0.758 -2.257 0.502 -0.467
N 0.453 -1.886 1.068 -0.458
C 1.040 -0.794 0.577 0.639
O 2.047 -0.272 0.922 -0.555
C 0.258 -0.194 -0.584 -0.196
C -0.017 1.075 -0.444 0.121
N -0.719 2.016 -1.317 -0.549
C -0.249 2.390 0.074 -0.023
C 0.971 3.294 0.168 -0.658
H -1.868 -3.616 -0.442 0.228
H -0.048 -3.795 -0.676 0.202
H -0.554 -4.345 0.718 0.188
H -1.533 -1.987 1.091 0.363
H 0.707 -2.583 1.731 0.406
H 0.208 -0.858 -1.386 0.263
H -0.235 2.459 -2.095 0.446
H -1.708 1.816 -1.399 0.440
H -1.166 2.406 0.752 0.264
H 1.760 3.263 -0.464 0.252
H 0.712 4.281 0.126 0.236
H 1.525 3.235 1.086 0.276
```

This record from OMol25 describes 4 unconnected molecules or ions with the total composition C6H12N4O4 in a non-equilibrium geometry. The level of theory is the ωB97M-V functional and the def2-TZVPD basis.

## Properties
Max |F| (hartree/bohr): 0.055
DFT total energy (eV): -20560.405
HOMO level (eV): -10.9543
Multiplicity: 1
Relative energy (zero: lowest compared OMol25 entry of this formula, charge and spin) (kcal per mole): 113.53
Structure (SMILES): C[N+](=O)[O-].C[N+](=O)[O-].CC#N.CC#N

```
26
Properties=species:S:1:pos:R:3:nbo_charge:R:1
C -2.032 -0.484 5.315 -0.478
N -0.923 0.046 4.395 0.528
O -0.805 -0.366 3.239 -0.379
O -0.225 0.909 4.895 -0.368
H -1.705 -0.278 6.332 0.233
H -2.055 -1.545 5.173 0.227
H -2.967 0.022 5.047 0.238
C -2.839 -0.779 -3.515 -0.487
N -2.992 -0.398 -2.072 0.537
O -1.979 -0.477 -1.350 -0.406
O -4.068 -0.023 -1.736 -0.354
H -3.640 -0.264 -4.044 0.228
H -2.916 -1.874 -3.487 0.235
H -1.884 -0.369 -3.847 0.247
C 4.254 0.043 -2.540 -0.720
C 4.263 0.402 -1.119 0.305
N 4.207 0.616 0.024 -0.368
H 3.474 -0.720 -2.625 0.265
H 5.259 -0.300 -2.763 0.253
H 3.901 0.938 -3.029 0.266
C 0.965 0.815 0.144 -0.720
C 0.863 0.862 -1.329 0.330
N 0.784 0.873 -2.471 -0.404
H 1.797 1.452 0.471 0.271
H 1.257 -0.208 0.371 0.260
H 0.006 1.107 0.523 0.261
```

This record from OMol25 describes 2 unconnected molecules or ions with the total composition C6H12N7O5S in a non-equilibrium geometry. The level of theory is the ωB97M-V functional and the def2-TZVPD basis.

## Properties
Max |F| (hartree/bohr): 0.116
DFT total energy (eV): -37905.249
Net charge: +1
HOMO level (eV): -13.5259
Multiplicity: 1

```
31
Properties=species:S:1:pos:R:3:nbo_charge:R:1
N 3.344 -1.131 3.089 -0.256
C 2.356 -1.213 2.401 0.466
O 1.363 -0.993 1.383 -0.254
N 1.327 0.330 1.073 0.064
N 2.440 1.050 0.701 -0.419
C 2.133 2.427 0.423 0.591
N 2.903 3.461 0.054 -0.401
N 4.280 3.300 -0.124 -0.585
N 0.698 2.539 0.659 -0.482
C 0.203 1.256 1.071 0.447
C -1.302 0.837 1.495 -0.283
N -2.103 2.079 1.800 -0.781
H 3.403 0.694 0.632 0.454
H 2.414 4.369 -0.075 0.455
H 4.667 3.214 0.840 0.366
H 4.457 2.375 -0.550 0.355
H -1.781 0.184 0.691 0.269
H -1.257 0.266 2.499 0.247
H -1.746 2.442 2.706 0.367
H -1.918 2.814 1.102 0.379
C -1.755 -2.928 -1.032 -0.103
C -2.085 -3.832 -2.210 -0.104
O -3.223 -3.234 -2.829 -0.665
S -3.142 -1.623 -2.649 2.509
O -2.587 -1.065 -3.845 -0.876
O -4.372 -1.169 -2.076 -0.870
O -1.993 -1.598 -1.497 -0.704
H -2.424 -3.118 -0.188 0.195
H -0.720 -3.038 -0.705 0.201
H -2.308 -4.853 -1.900 0.223
H -1.270 -3.843 -2.940 0.196
```

This record from OMol25 describes a molecular structure, C6H12NO in a non-equilibrium geometry. The level of theory is the ωB97M-V functional and the def2-TZVPD basis.

## Properties
Max |F| (hartree/bohr): 0.095
DFT total energy (eV): -9950.244
Net charge: -1
HOMO level (eV): -2.1848
Multiplicity: 1
Relative energy (zero: lowest compared OMol25 entry of this formula, charge and spin) (kcal per mole): 71.54

```
20
Properties=species:S:1:pos:R:3:nbo_charge:R:1
C 2.762 -0.317 -0.351 0.284
O 3.854 0.025 0.273 -0.667
C 1.429 0.347 -0.195 -0.355
C 0.355 -0.500 -0.893 -0.436
C -1.016 0.009 -0.482 0.191
C -1.893 0.466 -1.469 -0.787
C -2.544 0.271 1.274 -0.413
N -1.225 -0.121 0.825 -0.695
H 2.757 -1.078 -1.195 0.134
H 2.115 -1.048 2.120 -0.005
H 1.202 0.901 0.699 0.270
H 2.284 0.782 -0.854 0.266
H 0.439 -1.492 -0.562 0.205
H 0.511 -0.510 -2.057 0.192
H -2.850 0.892 -1.132 0.183
H -1.588 0.470 -2.534 0.175
H -3.349 -0.137 0.656 0.152
H -2.650 1.428 1.246 0.135
H -2.744 -0.056 2.277 0.166
H 2.153 -0.331 2.355 0.003
```

This record from OMol25 describes 2 unconnected molecules or ions with the total composition C6H12NO. The level of theory is the ωB97M-V functional and the def2-TZVPD basis.

## Properties
Max |F| (hartree/bohr): 0.012
DFT total energy (eV): -9945.113
Net charge: +1
HOMO level (eV): -11.5711
Multiplicity: 1
Relative energy (zero: lowest compared OMol25 entry of this formula, charge and spin) (kcal per mole): 45.93

```
20
Properties=species:S:1:pos:R:3:nbo_charge:R:1
C 1.334 1.334 -1.549 -0.087
C 1.704 2.550 -1.912 -0.277
C 2.085 -0.987 -1.486 0.118
N 2.208 0.239 -1.807 -0.393
H 0.424 1.097 -1.021 0.241
H 2.639 2.750 -2.420 0.221
H 1.056 3.384 -1.689 0.252
H 2.920 -1.648 -1.677 0.238
H 1.207 -1.355 -0.972 0.239
H 3.072 0.530 -2.264 0.442
C -2.268 -1.906 2.388 -0.471
C -1.870 -0.824 1.740 0.301
O -2.500 0.377 1.916 -0.667
C -0.679 -0.798 0.819 -0.688
H -1.771 -2.849 2.216 0.203
H -3.083 -1.891 3.096 0.228
H -2.323 0.959 1.172 0.469
H -0.197 -1.772 0.818 0.227
H -1.019 -0.509 -0.183 0.192
H 0.019 -0.036 1.178 0.212
```